(a)
Entry from OMol25: a 2-piece molecular cluster, C9H14 overall (ωB97M-V with the def2-TZVPD basis set).

SMILES: Cc1ccccc1.CC
Kohn-Sham gap: 10.11 eV

```
! RIJCOSX wB97M-V def2-TZVPD def2/J DEFGRID3
* xyz 0 1
C 1.49 -1.07 1.40
C 0.21 -0.97 0.60
C -0.77 -0.07 1.00
C -2.01 -0.10 0.37
C -2.17 -0.90 -0.76
C -1.16 -1.68 -1.28
C 0.02 -1.78 -0.50
H 1.29 -0.99 2.47
H 2.25 -0.31 1.19
H 1.94 -2.03 1.16
H -0.60 0.64 1.80
H -2.80 0.51 0.79
H -3.06 -0.70 -1.35
H -1.13 -2.11 -2.27
H 0.65 -2.63 -0.76
C 1.49 3.19 0.08
C 1.56 2.07 -0.98
H 0.72 3.93 -0.13
H 1.18 2.79 1.05
H 2.40 3.76 0.24
H 0.52 2.04 -1.27
H 2.01 1.13 -0.62
H 2.36 2.26 -1.69
*
```



(b)
Entry from OMol25: a 2-piece molecular cluster, C9H14 overall (ωB97M-V with the def2-TZVPD basis set).

SMILES: Cc1ccccc1.CC
Kohn-Sham gap: 9.86 eV

```
! RIJCOSX wB97M-V def2-TZVPD def2/J DEFGRID3
* xyz 0 1
C 0.07 2.70 1.84
C -0.43 1.29 1.55
C 0.48 0.37 0.95
C -0.10 -0.90 0.53
C -1.56 -0.98 0.57
C -2.39 -0.03 1.18
C -1.79 1.04 1.63
H 1.17 2.80 1.89
H -0.40 3.02 2.80
H -0.31 3.25 1.02
H 1.56 0.53 0.68
H 0.35 -1.67 0.04
H -1.94 -1.88 0.20
H -3.30 -0.36 1.56
H -2.48 1.77 1.94
C 1.20 -2.09 -2.32
C 1.58 -0.62 -2.25
H 0.15 -2.24 -2.48
H 1.84 -2.31 -3.23
H 1.40 -2.79 -1.52
H 1.03 -0.28 -1.35
H 1.23 -0.12 -3.17
H 2.65 -0.53 -2.06
*
```



(c)
Entry from OMol25: a 2-piece molecular cluster, C9H14 overall (ωB97M-V with the def2-TZVPD basis set).

SMILES: Cc1ccccc1.CC
Kohn-Sham gap: 10.05 eV

```
! RIJCOSX wB97M-V def2-TZVPD def2/J DEFGRID3
* xyz 0 1
C -1.84 -1.30 -0.18
C -0.97 -0.13 -0.39
C -0.46 0.09 -1.69
C 0.44 1.10 -1.85
C 0.73 1.95 -0.84
C -0.10 1.95 0.26
C -0.92 0.84 0.55
H -1.85 -2.00 -1.05
H -2.80 -0.89 0.08
H -1.56 -2.05 0.67
H -0.59 -0.66 -2.49
H 0.79 1.27 -2.81
H 1.37 2.96 -0.56
H -0.06 2.77 1.06
H -1.52 0.82 1.49
C 1.11 -1.43 2.18
C 1.67 -1.86 0.93
H 0.98 -2.08 3.05
H 1.77 -0.84 2.88
H 0.10 -0.95 2.07
H 2.27 -0.98 0.53
H 2.38 -2.65 1.07
H 0.80 -2.06 0.21
*
```



(a) has the most favorable energy; the next structure is 1.165 eV above.



(a)
Entry from OMol25: a 2-piece molecular cluster, C9H14 overall (ωB97M-V with the def2-TZVPD basis set).

SMILES: Cc1ccccc1.CC
Kohn-Sham gap: 10.09 eV

```
! RIJCOSX wB97M-V def2-TZVPD def2/J DEFGRID3
* xyz 0 1
C 0.64 0.30 2.36
C 0.31 -0.63 1.25
C -0.91 -1.26 1.06
C -1.20 -2.07 -0.03
C -0.21 -2.27 -0.99
C 1.06 -1.81 -0.73
C 1.33 -0.97 0.35
H -0.01 0.24 3.23
H 0.66 1.33 2.00
H 1.67 0.17 2.72
H -1.69 -1.11 1.81
H -2.13 -2.63 -0.05
H -0.53 -2.72 -1.92
H 1.90 -2.08 -1.35
H 2.34 -0.63 0.49
C -0.01 2.63 -1.11
C -0.87 1.39 -1.50
H 0.38 3.19 -1.95
H -0.57 3.32 -0.48
H 0.79 2.32 -0.43
H -0.25 0.55 -1.17
H -0.90 1.37 -2.59
H -1.80 1.36 -0.97
*
```



(b)
Entry from OMol25: a 2-piece molecular cluster, C9H14 overall (ωB97M-V with the def2-TZVPD basis set).

SMILES: Cc1ccccc1.CC
Kohn-Sham gap: 10.14 eV

```
! RIJCOSX wB97M-V def2-TZVPD def2/J DEFGRID3
* xyz 0 1
C 2.31 -0.07 -1.23
C 0.81 -0.27 -1.36
C 0.04 1.03 -1.23
C -1.27 0.93 -1.66
C -1.86 -0.35 -1.84
C -1.24 -1.52 -1.94
C 0.25 -1.41 -1.63
H 2.59 1.03 -1.23
H 2.82 -0.47 -2.18
H 2.76 -0.30 -0.35
H 0.55 1.93 -0.96
H -1.80 1.80 -1.83
H -2.92 -0.50 -2.16
H -1.77 -2.40 -2.27
H 0.95 -2.17 -1.74
C -0.64 0.50 3.69
C 0.05 0.19 2.32
H 0.06 1.18 4.19
H -1.55 1.03 3.44
H -0.82 -0.45 4.28
H -0.79 -0.01 1.50
H 0.63 0.89 1.80
H 0.85 -0.58 2.40
*
```



(c)
Entry from OMol25: a 2-piece molecular cluster, C9H14 overall (ωB97M-V with the def2-TZVPD basis set).

SMILES: Cc1ccccc1.CC
Kohn-Sham gap: 10.12 eV

```
! RIJCOSX wB97M-V def2-TZVPD def2/J DEFGRID3
* xyz 0 1
C -2.10 0.51 -2.17
C -0.81 0.97 -1.54
C 0.00 0.15 -0.77
C 1.16 0.60 -0.16
C 1.49 1.95 -0.26
C 0.66 2.81 -0.97
C -0.48 2.33 -1.60
H -2.13 -0.57 -2.28
H -2.15 0.91 -3.18
H -2.96 0.84 -1.59
H -0.21 -0.91 -0.80
H 1.84 -0.05 0.39
H 2.43 2.28 0.16
H 0.94 3.85 -1.09
H -1.01 3.03 -2.20
C 0.59 -2.83 1.66
C 0.31 -1.86 2.82
H 0.63 -3.84 2.08
H -0.21 -2.88 0.92
H 1.51 -2.51 1.21
H -0.76 -1.77 2.97
H 0.69 -2.17 3.79
H 0.59 -0.83 2.61
*
```



(d)
Entry from OMol25: a 2-piece molecular cluster, C9H14 overall (ωB97M-V with the def2-TZVPD basis set).

SMILES: Cc1ccccc1.CC
Kohn-Sham gap: 10.12 eV

```
! RIJCOSX wB97M-V def2-TZVPD def2/J DEFGRID3
* xyz 0 1
C 1.48 -2.27 -1.12
C 1.12 -0.80 -1.10
C 2.07 0.14 -0.71
C 1.75 1.48 -0.66
C 0.46 1.90 -1.00
C -0.47 0.98 -1.42
C -0.13 -0.37 -1.50
H 2.05 -2.52 -0.22
H 2.06 -2.60 -1.98
H 0.58 -2.89 -1.09
H 3.09 -0.15 -0.46
H 2.48 2.21 -0.31
H 0.22 2.95 -0.97
H -1.48 1.27 -1.67
H -0.85 -1.09 -1.88
C -2.16 0.86 1.76
C -1.48 -0.41 2.26
H -3.04 1.12 2.34
H -1.48 1.71 1.83
H -2.39 0.70 0.71
H -1.26 -0.37 3.34
H -2.11 -1.29 2.09
H -0.51 -0.55 1.77
*
```



(d) has the most favorable energy; the next structure is 0.217 eV above.



(a)
Entry from OMol25: a 2-piece molecular cluster, C9H14 overall (ωB97M-V with the def2-TZVPD basis set).

SMILES: Cc1ccccc1.CC
Kohn-Sham gap: 9.83 eV

```
! RIJCOSX wB97M-V def2-TZVPD def2/J DEFGRID3
* xyz 0 1
C -2.89 0.29 0.47
C -1.71 0.08 -0.35
C -0.64 -0.64 0.08
C 0.36 -0.91 -0.89
C 0.26 -0.47 -2.24
C -0.78 0.39 -2.57
C -1.80 0.63 -1.60
H -3.79 -0.04 -0.22
H -2.98 1.37 0.67
H -2.92 -0.16 1.55
H -0.47 -0.97 1.14
H 1.27 -1.28 -0.39
H 0.97 -1.00 -3.00
H -0.82 0.87 -3.45
H -2.64 1.21 -1.86
C 2.70 -0.41 1.98
C 1.91 0.67 1.25
H 3.71 -0.21 1.74
H 2.64 -0.27 3.07
H 2.45 -1.45 1.72
H 0.81 0.49 1.43
H 1.99 0.20 0.13
H 2.38 1.62 1.32
*
```



(b)
Entry from OMol25: a 2-piece molecular cluster, C9H14 overall (ωB97M-V with the def2-TZVPD basis set).

SMILES: Cc1ccccc1.CC
Kohn-Sham gap: 10.06 eV

```
! RIJCOSX wB97M-V def2-TZVPD def2/J DEFGRID3
* xyz 0 1
C -1.86 -1.16 1.06
C -0.58 -0.39 1.27
C 0.09 0.30 0.27
C 1.32 0.91 0.52
C 1.98 0.69 1.71
C 1.33 -0.04 2.71
C 0.04 -0.50 2.51
H -1.58 -2.15 0.70
H -2.50 -0.71 0.31
H -2.48 -1.17 1.95
H -0.39 0.46 -0.67
H 1.75 1.44 -0.33
H 2.94 1.14 1.92
H 1.92 -0.24 3.60
H -0.46 -1.00 3.33
C -1.09 -0.45 -3.73
C -0.37 0.80 -4.21
H -1.70 -0.98 -4.46
H -0.35 -1.10 -3.23
H -1.79 -0.25 -2.91
H 0.28 1.20 -3.44
H -1.11 1.60 -4.36
H 0.07 0.66 -5.19
*
```



(b) has the most favorable energy; the next structure is 1.920 eV above.



(a)
Entry from OMol25: a 2-piece molecular cluster, C9H14 overall (ωB97M-V with the def2-TZVPD basis set).

SMILES: Cc1ccccc1.CC
Kohn-Sham gap: 9.97 eV

```
! RIJCOSX wB97M-V def2-TZVPD def2/J DEFGRID3
* xyz 0 1
C -1.36 -3.25 -0.11
C -0.42 -2.05 -0.28
C 0.88 -2.32 0.07
C 1.74 -1.25 0.13
C 1.24 0.02 -0.19
C 0.01 0.24 -0.76
C -0.87 -0.83 -0.79
H -2.46 -3.01 0.12
H -1.18 -3.80 0.81
H -1.35 -3.83 -1.01
H 1.25 -3.34 0.23
H 2.83 -1.18 0.33
H 1.92 0.88 -0.17
H -0.13 1.25 -1.30
H -1.80 -0.64 -1.40
C -0.02 3.61 1.40
C -0.64 4.25 0.15
H 0.12 4.26 2.15
H -0.84 2.97 1.69
H 0.97 2.95 1.40
H 0.09 4.80 -0.40
H -1.58 4.76 0.33
H -1.16 3.47 -0.39
*
```



(b)
Entry from OMol25: a 2-piece molecular cluster, C9H14 overall (ωB97M-V with the def2-TZVPD basis set).

SMILES: Cc1ccccc1.CC
Kohn-Sham gap: 10.03 eV

```
! RIJCOSX wB97M-V def2-TZVPD def2/J DEFGRID3
* xyz 0 1
C 0.42 -4.07 0.08
C 0.06 -2.62 0.29
C 0.72 -1.61 -0.40
C 0.47 -0.28 -0.06
C -0.49 0.01 0.88
C -1.18 -0.99 1.54
C -0.92 -2.32 1.24
H -0.40 -4.74 0.34
H 1.23 -4.35 0.76
H 0.71 -4.38 -0.92
H 1.42 -1.90 -1.16
H 1.02 0.41 -0.69
H -0.70 1.03 1.20
H -1.99 -0.75 2.22
H -1.44 -3.18 1.64
C 0.03 2.97 -0.83
C 0.28 4.48 -0.88
H 0.94 2.39 -0.75
H -0.65 2.66 -0.05
H -0.46 2.67 -1.76
H 0.79 4.78 -1.79
H 0.86 4.84 -0.03
H -0.70 4.96 -0.87
*
```



(b) has the most favorable energy; the next structure is 1.495 eV above.



(a)
Entry from OMol25: a 2-piece molecular cluster, C9H14 overall (ωB97M-V with the def2-TZVPD basis set).

SMILES: Cc1ccccc1.CC
Kohn-Sham gap: 9.79 eV

```
! RIJCOSX wB97M-V def2-TZVPD def2/J DEFGRID3
* xyz 0 1
C 0.93 -1.54 -2.11
C 1.30 -0.34 -1.21
C 2.65 0.23 -1.45
C 2.93 1.35 -0.71
C 1.92 1.99 0.25
C 0.70 1.34 0.42
C 0.36 0.19 -0.38
H -0.14 -1.40 -2.50
H 0.78 -2.47 -1.43
H 1.66 -1.79 -2.91
H 3.29 -0.17 -2.19
H 3.83 1.97 -0.78
H 2.31 2.87 0.76
H 0.03 1.76 1.08
H -0.72 -0.06 -0.16
C -3.29 -0.27 1.15
C -2.18 -0.75 2.16
H -3.04 -0.24 0.08
H -4.08 -1.00 1.33
H -3.60 0.76 1.34
H -1.67 0.27 2.28
H -2.62 -1.23 3.08
H -1.36 -1.48 1.90
*
```



(b)
Entry from OMol25: a 2-piece molecular cluster, C9H14 overall (ωB97M-V with the def2-TZVPD basis set).

SMILES: Cc1ccccc1.CC
Kohn-Sham gap: 9.82 eV

```
! RIJCOSX wB97M-V def2-TZVPD def2/J DEFGRID3
* xyz 0 1
C 0.33 -0.36 2.86
C -0.62 -0.45 1.67
C -1.14 -1.75 1.28
C -2.14 -1.81 0.29
C -2.44 -0.62 -0.37
C -1.93 0.59 -0.02
C -1.15 0.73 1.14
H 0.95 0.60 2.76
H 0.93 -1.30 2.88
H -0.29 -0.06 3.68
H -0.92 -2.58 1.91
H -2.67 -2.67 0.02
H -3.24 -0.62 -1.08
H -2.41 1.57 -0.46
H -0.91 1.66 1.70
C 1.83 1.35 -2.76
C 2.56 0.48 -1.88
H 2.09 2.41 -2.51
H 2.16 1.18 -3.74
H 0.82 1.03 -2.75
H 2.38 0.76 -0.89
H 3.66 0.45 -1.82
H 2.14 -0.57 -1.92
*
```



(c)
Entry from OMol25: a 2-piece molecular cluster, C9H14 overall (ωB97M-V with the def2-TZVPD basis set).

SMILES: Cc1ccccc1.CC
Kohn-Sham gap: 10.01 eV

```
! RIJCOSX wB97M-V def2-TZVPD def2/J DEFGRID3
* xyz 0 1
C 1.58 2.81 -0.88
C 1.16 1.41 -1.24
C 0.59 0.54 -0.33
C 0.48 -0.80 -0.69
C 0.92 -1.34 -1.89
C 1.46 -0.42 -2.80
C 1.68 0.90 -2.46
H 1.41 3.65 -1.55
H 2.62 2.77 -0.56
H 0.98 3.18 -0.03
H 0.01 1.01 0.46
H -0.02 -1.52 -0.05
H 0.82 -2.41 -1.96
H 1.81 -0.83 -3.75
H 2.21 1.52 -3.16
C -2.62 -1.37 3.23
C -1.82 -1.19 1.94
H -3.61 -1.79 3.05
H -2.14 -2.08 3.92
H -2.70 -0.48 3.85
H -0.76 -1.37 2.15
H -1.92 -0.21 1.49
H -2.12 -1.99 1.27
*
```



(d)
Entry from OMol25: a 2-piece molecular cluster, C9H14 overall (ωB97M-V with the def2-TZVPD basis set).

SMILES: Cc1ccccc1.CC
Kohn-Sham gap: 10.03 eV

```
! RIJCOSX wB97M-V def2-TZVPD def2/J DEFGRID3
* xyz 0 1
C 1.72 -1.49 -0.19
C 0.66 -0.67 0.49
C -0.53 -1.02 1.04
C -1.47 -0.24 1.76
C -1.12 1.05 2.01
C 0.18 1.53 1.56
C 1.01 0.66 0.91
H 2.56 -1.71 0.51
H 2.02 -0.83 -1.03
H 1.42 -2.53 -0.55
H -0.70 -2.10 1.17
H -2.28 -0.80 2.18
H -1.76 1.67 2.62
H 0.57 2.50 1.88
H 2.06 1.01 0.88
C -0.45 0.86 -2.64
C -0.26 -0.50 -3.30
H -0.18 0.91 -1.59
H 0.04 1.74 -3.00
H -1.50 1.07 -2.56
H -1.22 -0.91 -3.61
H 0.42 -0.27 -4.15
H 0.33 -1.15 -2.67
*
```



(c) has the most favorable energy; the next structure is 0.624 eV above.



(a)
Entry from OMol25: a 2-piece molecular cluster, C9H14 overall (ωB97M-V with the def2-TZVPD basis set).

SMILES: Cc1ccccc1.CC
Kohn-Sham gap: 9.77 eV

```
! RIJCOSX wB97M-V def2-TZVPD def2/J DEFGRID3
* xyz 0 1
C 0.64 0.63 1.59
C -0.47 -0.34 1.34
C -0.32 -1.24 0.28
C -1.30 -2.22 -0.01
C -2.65 -1.95 0.27
C -2.78 -0.93 1.26
C -1.74 -0.15 1.84
H 0.67 0.95 2.62
H 0.62 1.55 1.16
H 1.54 0.11 1.48
H 0.60 -1.12 -0.23
H -1.05 -3.15 -0.59
H -3.42 -2.46 -0.27
H -3.76 -0.82 1.78
H -2.02 0.70 2.49
C 2.36 1.87 -1.89
C 1.45 0.72 -1.87
H 2.02 2.97 -2.32
H 2.59 2.24 -0.84
H 3.21 1.51 -2.45
H 2.02 -0.16 -1.37
H 1.25 0.52 -2.98
H 0.51 0.78 -1.29
*
```



(b)
Entry from OMol25: a 2-piece molecular cluster, C9H14 overall (ωB97M-V with the def2-TZVPD basis set).

SMILES: Cc1ccccc1.CC
Kohn-Sham gap: 10.04 eV

```
! RIJCOSX wB97M-V def2-TZVPD def2/J DEFGRID3
* xyz 0 1
C -0.44 -2.32 -1.14
C 0.16 -1.49 -0.05
C -0.47 -1.31 1.18
C 0.12 -0.57 2.19
C 1.32 0.09 1.95
C 1.90 0.03 0.70
C 1.35 -0.80 -0.27
H -1.00 -3.18 -0.82
H 0.35 -2.64 -1.83
H -1.05 -1.68 -1.79
H -1.46 -1.76 1.32
H -0.38 -0.49 3.14
H 1.74 0.70 2.74
H 2.74 0.64 0.41
H 1.82 -0.91 -1.24
C -1.05 2.98 -1.12
C -1.89 2.34 -2.24
H -0.62 2.18 -0.51
H -0.23 3.65 -1.39
H -1.69 3.54 -0.43
H -1.32 2.37 -3.18
H -2.79 2.90 -2.44
H -2.15 1.32 -1.99
*
```



(c)
Entry from OMol25: a 2-piece molecular cluster, C9H14 overall (ωB97M-V with the def2-TZVPD basis set).

SMILES: Cc1ccccc1.CC
Kohn-Sham gap: 9.90 eV

```
! RIJCOSX wB97M-V def2-TZVPD def2/J DEFGRID3
* xyz 0 1
C 0.12 2.08 -1.01
C -0.75 1.23 -0.15
C -2.12 1.09 -0.41
C -2.95 0.44 0.47
C -2.41 -0.06 1.68
C -1.04 0.03 1.89
C -0.17 0.65 0.99
H 0.67 1.57 -1.82
H 1.00 2.50 -0.45
H -0.30 3.00 -1.35
H -2.59 1.41 -1.35
H -3.99 0.37 0.18
H -2.93 -0.56 2.50
H -0.70 -0.11 2.90
H 0.90 0.59 1.11
C 2.38 -2.36 -1.04
C 1.92 -1.19 -0.16
H 2.88 -3.22 -0.57
H 1.66 -2.65 -1.81
H 3.24 -2.08 -1.67
H 1.10 -0.79 -0.77
H 2.62 -0.40 0.09
H 1.47 -1.54 0.75
*
```



(d)
Entry from OMol25: a 2-piece molecular cluster, C9H14 overall (ωB97M-V with the def2-TZVPD basis set).

SMILES: Cc1ccccc1.CC
Kohn-Sham gap: 10.02 eV

```
! RIJCOSX wB97M-V def2-TZVPD def2/J DEFGRID3
* xyz 0 1
C 3.63 0.76 0.74
C 2.17 0.90 0.85
C 1.43 0.61 -0.29
C 0.05 0.69 -0.35
C -0.63 1.07 0.76
C 0.08 1.61 1.83
C 1.44 1.42 1.86
H 3.97 0.89 -0.28
H 3.99 -0.18 1.24
H 4.12 1.56 1.23
H 2.02 0.44 -1.17
H -0.52 0.42 -1.27
H -1.62 0.82 0.82
H -0.46 2.06 2.65
H 1.87 1.79 2.84
C -3.18 -1.35 -1.10
C -2.26 -2.39 -1.68
H -4.18 -1.75 -0.76
H -2.72 -0.82 -0.22
H -3.46 -0.58 -1.79
H -2.36 -2.56 -2.81
H -1.18 -1.98 -1.72
H -2.19 -3.43 -1.37
*
```



(b) has the most favorable energy; the next structure is 0.796 eV above.